DFT (ωB97M-V with the def2-TZVPD basis set) results for 2 unconnected molecules or ions with the total composition C6H12O2 at a distorted geometry.

CARTESIAN COORDINATES (ANGSTROEM)
O1 -0.83 1.39 -0.67
O2 1.45 0.85 -0.43
C1 0.21 1.62 1.45
C2 -0.29 -1.41 0.09
C3 -0.46 -1.71 1.55
C4 -1.25 -1.67 -0.80
C5 1.52 1.11 -1.83
C6 0.17 1.08 0.22
H1 -2.27 -1.84 -0.49
H2 0.16 -1.01 2.10
H3 -0.69 1.98 1.93
H4 1.08 1.55 2.07
H5 1.30 2.14 -2.10
H6 -1.50 1.91 -0.22
H7 -1.49 -1.60 1.89
H8 0.79 0.45 -2.31
H9 0.81 -1.37 -0.27
H10 2.53 0.87 -2.14
H11 -1.11 -1.61 -1.87
H12 -0.14 -2.72 1.82

energy relative to the best compared isomer or geometry (same formula, charge and spin): 86.6 kcal per mole
total energy: -10508.551 eV
multiplicity: 1
SMILES: C=C(O)OC.C=CC
HOMO-LUMO gap: 9.3 eV